A 2-piece molecular cluster, CH4P2S3 overall in a non-equilibrium geometry. Source: OMol25; level of theory: wB97M-V/def2-TZVPD.

Computed properties:
SMILES: CSP=S.P=S
HOMO-LUMO gap, eV: 6.90
Highest occupied orbital energy, eV: -8.7545
Lowest unoccupied orbital energy, hartree: -0.0681

Geometry (Å):
C 0.055 -1.849 0.067
S -1.607 -1.384 -0.663
P -1.704 0.617 0.188
S -3.527 1.148 -0.048
H 0.163 -2.757 -0.455
H -0.218 -1.768 1.085
H 0.661 -1.154 -0.411
P 1.790 2.782 0.646
S 1.353 2.254 -1.159
H 3.032 2.110 0.749

Results of the natural (NBO) charge analysis, in e, for atoms 1 through 4: -0.693 -0.118 0.493 -0.380

A 2-piece molecular cluster, CH4S2 overall in a non-equilibrium geometry. Source: OMol25; level of theory: wB97M-V/def2-TZVPD.

Computed properties:
SMILES: C=S.S
HOMO-LUMO gap, eV: 8.38
Highest occupied orbital energy, eV: -9.0203
Lowest unoccupied orbital energy, hartree: -0.0236

Geometry (Å):
C -0.066 1.009 1.807
S -0.570 0.491 0.346
H 0.203 1.988 1.802
H -0.091 0.246 2.553
S 0.016 -1.717 -2.418
H 1.240 -1.207 -2.172
H -0.732 -0.808 -1.919

Results of the natural (NBO) charge analysis, in e, for atoms 1 through 4: -0.447 0.035 0.197 0.210

One molecule with the formula CH4S2 in a non-equilibrium geometry. Source: OMol25; level of theory: wB97M-V/def2-TZVPD.

Computed properties:
SMILES: SCS
HOMO-LUMO gap, eV: 9.94
Highest occupied orbital energy, eV: -9.2402
Lowest unoccupied orbital energy, hartree: 0.0258

Geometry (Å):
S -1.012 1.120 0.215
C -0.095 -0.438 -0.009
S 1.720 -0.198 -0.335
H -1.482 0.501 1.257
H -0.309 -1.206 0.781
H -0.442 -0.746 -0.984
H 1.620 0.966 -0.925

Results of the natural (NBO) charge analysis, in e, for atoms 1 through 4: -0.014 -0.646 -0.042 0.125

A 2-piece molecular cluster, CH4S2 overall in a non-equilibrium geometry. Source: OMol25; level of theory: wB97M-V/def2-TZVPD.

Computed properties:
HOMO-LUMO gap (alpha / beta), eV: 7.76 / 7.76
Highest occupied orbital energy (alpha / beta), eV: -8.5547 / -8.5552
Lowest unoccupied orbital energy (alpha / beta), hartree: -0.0291 / -0.0291

Geometry (Å):
C 0.049 -0.616 0.446
S 1.754 0.692 -1.018
S -1.565 -0.283 -0.105
H 0.228 -1.644 0.039
H 0.667 -0.391 1.281
H 1.194 0.521 -2.334
H -1.482 0.817 0.528

Results of the natural (NBO) charge analysis, in e, for atoms 1 through 4: -0.446 -0.428 0.167 0.216

no.,E (Ha)
1,-1917.7292
2,-836.8037
3,-836.8375
4,-836.7663